{
  "formula": "C3H4AgLiO4",
  "method": "the ωB97M-V functional and the def2-TZVPD basis",
  "elements": ["O", "C", "O", "Li", "O", "C", "C", "H", "H", "H", "H", "Ag", "O"],
  "xyz": [[1.82659, 1.21602, -0.06657], [1.61726, 0.10052, 0.50322], [2.52738, -0.71019, 0.70065], [3.75165, 0.84460, 0.36424], [0.33161, -0.26369, 0.69102], [-0.52438, -0.51277, -0.41121], [-1.99065, -0.51476, -0.05827], [-0.04443, -1.31797, -1.00648], [-1.62846, -1.29822, -1.10976], [-2.31216, -1.41980, 0.47463], [-2.69435, 0.14001, 0.48546], [0.27713, 2.75655, 0.09422], [-1.13719, 0.97970, -0.66115]],
  "atomic_forces_ev_per_a": [[0.74, 1.33, 0.30], [0.31, -1.87, -1.71], [0.11, 0.74, 0.73], [-0.34, -0.43, -0.11], [-0.02, -0.56, 0.84], [-0.61, 5.33, 4.40], [1.44, -6.71, -1.93], [-0.12, 1.09, -0.55], [-4.71, 2.32, 0.76], [0.68, -0.58, 0.68], [0.31, 0.86, -1.38], [-0.46, -0.05, -0.07], [2.67, -1.44, -1.97]],
  "de_lowest_ev": 5.1762,
  "multiplicity": 2,
  "total_charge": 1
}